Below is a cluster of 12 separate species, C15H55N23O12 in total at a distorted geometry, with properties calculated with wB97M-V/def2-TZVPD.

**M**: 749.75 g mol⁻¹
**Net charge**: 0
**Relative energy (zero: lowest compared OMol25 entry of this formula, charge and spin)**: 1155.66 kJ/mol
**Multiplicity**: 1
**Orbital gap**: 8.9 eV

Geometry as XYZ:
```
105
Properties=species:S:1:pos:R:3:forces:R:3
C -5.849 2.322 2.891 0.4 -1.6 -0.7
O -5.822 3.031 1.634 -0.3 -2.1 1.7
C -5.516 4.370 1.857 -1.3 0.5 -0.9
C -5.974 5.130 0.523 2.8 -1.2 1.6
C -7.462 5.272 0.292 -0.2 0.0 -0.5
N -5.253 4.452 -0.575 -0.8 -0.5 -1.0
H -5.085 2.563 3.629 -0.2 1.2 0.1
H -5.534 1.286 2.772 -0.1 -0.3 -1.0
H -6.840 2.170 3.319 -0.2 0.9 0.1
H -6.007 4.654 2.787 -0.3 0.7 -0.1
H -4.442 4.412 2.042 0.3 0.7 -0.3
H -5.392 6.047 0.619 -0.9 0.7 -0.1
H -8.018 4.340 0.190 0.4 -0.5 0.6
H -7.694 5.696 -0.685 0.4 0.6 0.0
H -7.942 5.883 1.056 0.1 0.0 0.0
H -4.446 3.909 -0.306 0.5 0.6 0.7
H -5.789 3.666 -0.914 -0.8 0.1 -0.3
N 7.152 1.492 5.974 3.3 0.0 1.9
C 5.962 1.143 5.563 -1.0 0.9 1.1
N 5.689 1.659 4.377 -2.0 -0.3 -2.1
O 5.140 0.616 6.290 -0.5 -0.9 -0.1
H 7.720 2.143 5.451 -0.1 -0.2 0.5
H 7.254 1.365 6.971 0.6 0.2 -0.2
H 4.756 1.343 4.156 0.1 0.5 -1.2
H 6.367 2.057 3.743 -0.5 -0.3 0.1
N 5.203 1.881 -6.628 3.5 2.1 -4.2
C 4.315 1.408 -5.840 -4.7 -2.6 -3.9
N 4.592 1.622 -4.646 2.8 0.9 9.6
O 3.287 0.849 -6.183 -0.8 -0.7 -0.8
H 4.991 1.962 -7.612 0.2 0.1 0.3
H 5.932 2.427 -6.192 0.0 0.0 -0.9
H 4.462 0.893 -3.960 -0.9 0.0 -0.2
H 5.517 1.984 -4.467 -0.1 0.2 0.1
N -1.675 -1.746 -8.109 3.5 -0.3 -2.4
C -2.504 -1.301 -7.216 -3.9 -3.3 -1.7
N -2.095 -0.319 -6.510 1.0 4.0 3.6
O -3.610 -1.821 -7.155 -1.1 -0.2 1.3
H -1.926 -2.497 -8.736 0.0 0.6 0.1
H -0.954 -1.058 -8.276 0.5 -1.0 -0.9
H -1.241 0.195 -6.669 -0.2 -0.3 0.3
H -2.600 -0.212 -5.642 0.2 0.5 -0.2
N 5.799 -2.397 -0.026 -2.9 -2.2 0.8
C 6.832 -1.691 -0.456 -1.6 -1.6 -2.7
N 7.288 -0.996 0.518 3.7 4.3 2.8
O 7.198 -1.747 -1.608 1.6 0.2 -0.9
H 5.527 -3.179 -0.604 -0.5 0.6 0.0
H 5.118 -1.841 0.472 -0.3 -0.8 0.0
H 6.784 -0.751 1.358 0.1 -0.6 -0.2
H 8.060 -0.390 0.278 -0.2 0.2 0.2
N -0.813 0.427 1.166 -1.8 0.9 2.9
C 0.123 0.097 0.330 1.2 0.1 -0.8
N -0.393 -0.241 -0.811 -1.6 -1.5 -4.4
O 1.307 0.143 0.483 3.0 0.1 1.3
H -1.738 0.397 0.760 -0.1 0.3 1.4
H -0.523 0.623 2.113 -0.8 0.1 -0.1
H 0.209 -0.516 -1.574 -0.3 0.1 0.2
H -1.396 -0.321 -0.907 0.4 -0.2 -0.5
N 4.384 -6.388 -5.687 3.2 -3.2 1.1
C 3.536 -5.396 -5.578 -0.7 -0.8 1.6
N 3.293 -4.950 -6.753 -1.6 3.0 -3.7
O 2.928 -5.005 -4.616 -0.5 0.3 2.2
H 4.753 -6.841 -4.862 0.0 0.2 -0.2
H 5.000 -6.314 -6.484 0.2 -0.5 0.5
H 3.776 -5.302 -7.567 -0.7 0.7 0.0
H 2.668 -4.166 -6.633 0.1 0.2 -1.4
N -1.710 -5.284 -1.837 2.3 4.9 5.2
C -2.536 -6.094 -2.341 -3.9 -1.0 -0.8
N -1.923 -6.558 -3.367 0.8 -4.3 -5.3
O -3.714 -6.303 -2.073 0.0 -0.1 0.8
H -0.807 -5.200 -2.282 -0.3 0.8 1.1
H -2.122 -4.697 -1.127 1.0 0.4 0.0
H -0.965 -6.303 -3.560 -0.5 -0.8 -0.5
H -2.411 -7.322 -3.812 0.7 0.1 -0.5
N -1.420 0.748 8.353 -1.1 -3.3 1.7
C -0.818 1.710 7.718 -1.0 0.6 -0.6
N -0.313 2.547 8.595 2.4 4.0 1.0
O -0.864 1.968 6.556 0.0 0.2 -2.9
H -1.825 -0.051 7.887 0.4 0.0 0.3
H -0.969 0.736 9.257 -1.1 -1.5 0.2
H -0.253 3.441 8.128 0.6 0.2 0.7
H -0.225 2.503 9.601 -0.3 -0.1 -0.4
N 2.195 5.360 0.170 1.8 -2.0 -1.7
C 1.901 6.442 0.886 0.5 -0.5 -2.1
N 0.887 6.155 1.645 -3.2 0.5 3.3
O 2.390 7.518 0.707 1.0 2.0 0.2
H 2.974 5.415 -0.470 -0.3 -0.2 0.1
H 1.606 4.542 0.220 0.5 0.2 -0.3
H 0.506 6.943 2.149 -0.1 -0.5 0.3
H 0.710 5.202 1.929 -0.2 0.5 0.2
N -6.927 -1.194 -0.996 -2.9 0.7 4.7
C -6.217 -1.202 -2.070 -1.3 -0.4 1.9
N -6.612 -1.953 -2.984 -2.9 -4.7 -6.5
O -5.202 -0.687 -2.244 7.7 4.9 0.3
H -6.577 -0.687 -0.196 -0.4 0.1 -0.3
H -7.916 -1.383 -1.077 0.3 0.0 0.4
H -7.448 -2.518 -3.031 0.4 0.1 0.0
H -5.921 -1.923 -3.720 -0.7 -0.6 -0.5
N 1.347 -3.348 5.374 -1.6 3.6 -1.4
C 1.972 -4.237 6.099 -1.1 -2.3 -3.1
N 2.178 -3.880 7.318 1.2 0.7 4.3
O 2.172 -5.317 5.597 1.2 -2.2 0.2
H 1.011 -3.571 4.448 0.2 0.1 0.4
H 1.096 -2.497 5.858 -0.3 0.1 -0.9
H 1.926 -2.945 7.606 0.3 -0.5 0.4
H 2.433 -4.617 7.959 0.1 0.5 0.1
```
Forces are in eV/Å.

Atom charges from the Mulliken analysis, given in e for atoms 1 to 2:
1 C -0.9625
2 O -0.2658